A 4-piece molecular cluster, C47H35FNO6P overall. Source: the OMol25 dataset; level of theory: ωB97M-V/def2-TZVPD.

Properties
HOMO-LUMO gap ... 8.546 eV
E_HOMO ... -9.4 eV
SMILES string ... O=C1c2ccccc2C(=O)c2ccccc21.O=C1c2ccccc2C(=O)c2ccccc21.O=C1c2ccccc2C(=O)c2ccccc21.[H]/N=C/CPC[C@H](C)F
Molecular weight ... 759.770 g/mol

Structure (ORCA input):
```
! wB97M-V def2-TZVPD RIJCOSX def2/J DEFGRID3
* xyz 0 1
C -2.11595 -5.13549 -2.87324
C -2.61874 -5.40623 -1.47255
F -2.50755 -4.21547 -0.73928
C -1.88047 -6.50085 -0.71465
P -0.10811 -6.09313 -0.35638
C 0.71627 -7.00710 -1.76217
C 2.19108 -6.73902 -1.72402
N 2.85832 -7.03088 -0.69275
H -2.08345 -6.06050 -3.45464
H -2.76502 -4.42223 -3.38362
H -1.10851 -4.70950 -2.82690
H -3.68782 -5.64367 -1.48266
H -2.36934 -6.61453 0.25908
H -1.99933 -7.45005 -1.24526
H 0.07574 -7.13711 0.57320
H 0.55439 -8.08476 -1.68323
H 0.28124 -6.66707 -2.70396
H 2.64869 -6.25540 -2.59403
H 3.83638 -6.76342 -0.80041
C -1.26706 0.28870 -0.81045
C -1.81591 -0.98569 -0.71770
C -3.19082 -1.15280 -0.71003
C -4.02405 -0.04383 -0.78606
C -3.47198 1.23747 -0.86471
C -2.09139 1.39922 -0.88446
C -4.33733 2.44594 -0.92564
O -3.85501 3.55826 -0.98370
C -5.81464 2.24701 -0.90639
C -6.64595 3.35993 -0.94703
C -8.02040 3.19691 -0.93313
C -8.57111 1.92086 -0.88100
C -7.74749 0.80887 -0.84050
C -6.36711 0.96677 -0.85124
C -5.49983 -0.24812 -0.79951
O -5.98564 -1.35873 -0.77357
H -0.19243 0.41567 -0.82243
H -1.17409 -1.85445 -0.64828
H -3.62286 -2.14044 -0.63963
H -1.67836 2.39617 -0.96406
H -6.20115 4.34459 -0.99310
H -8.66651 4.06447 -0.96370
H -9.64595 1.79561 -0.87242
H -8.15888 -0.19032 -0.79959
C 3.59106 7.77263 -3.57470
C 3.31641 6.43254 -3.82616
C 2.14994 5.86045 -3.34852
C 1.25213 6.62525 -2.61350
C 1.53045 7.96836 -2.35666
C 2.70124 8.53875 -2.84183
C 0.59525 8.81117 -1.55554
O 0.83491 9.98052 -1.34174
C -0.63878 8.16341 -1.02808
C -1.51074 8.91419 -0.24934
C -2.66665 8.33493 0.24677
C -2.96120 7.00649 -0.04017
C -2.09841 6.25238 -0.81729
C -0.93152 6.82621 -1.30762
C -0.00269 5.98689 -2.11655
O -0.24817 4.82404 -2.35761
H 4.50229 8.21831 -3.95171
H 4.01526 5.83482 -4.39666
H 1.91831 4.82140 -3.53837
H 2.89955 9.58145 -2.63508
H -1.26967 9.94760 -0.04133
H -3.34261 8.92036 0.85654
H -3.86769 6.55413 0.34082
H -2.32961 5.22353 -1.05361
C 2.92555 -6.37274 2.58539
C 3.27072 -6.88021 3.83327
C 4.06412 -6.13765 4.69194
C 4.52276 -4.88468 4.30345
C 4.18306 -4.37831 3.04648
C 3.37926 -5.12487 2.19389
C 4.67695 -3.04753 2.59169
O 4.38375 -2.60465 1.50138
C 5.55291 -2.27880 3.52377
C 6.04885 -1.04579 3.11758
C 6.85847 -0.31234 3.96765
C 7.17492 -0.80547 5.22901
C 6.68431 -2.03333 5.63858
C 5.87372 -2.77529 4.78797
C 5.36622 -4.10078 5.24899
O 5.63357 -4.52239 6.35406
H 2.31289 -6.94911 1.90575
H 2.91941 -7.85832 4.13529
H 4.33734 -6.51478 5.66793
H 3.11344 -4.72016 1.22664
H 5.78974 -0.67559 2.13520
H 7.24478 0.64704 3.64915
H 7.80592 -0.22894 5.89272
H 6.92065 -2.43218 6.61549
*
```

These are the Mulliken partial charges, in e, on atoms 1 to 4: C -1.46; C 0.48; F -0.26; C -0.92


C47H37AsF5IrN4O2PS as an isolated structure. Source: the OMol25 dataset; level of theory: ωB97M-V/def2-TZVPD.

Properties
HOMO-LUMO gap ... 6.987 eV
E_HOMO ... -10.4 eV
Molecular weight ... 1115.009 g/mol
Energy relative to the best compared isomer or geometry (same formula, charge and spin) ... 123.2 kJ/mol

Structure (ORCA input):
```
! wB97M-V def2-TZVPD RIJCOSX def2/J DEFGRID3
* xyz 1 1
Ir 1.01582 -2.48355 0.46704
C 1.17281 -1.01994 4.66728
C 0.74992 -2.15916 5.33769
C 0.14295 -3.17724 4.62066
C -0.03419 -3.02326 3.25291
N 0.42117 -1.94070 2.60892
C 1.01379 -0.96498 3.29537
C -0.73338 -4.01967 2.41731
C -1.71338 -4.85615 2.93106
C -2.33272 -5.76853 2.09163
C -1.95494 -5.81864 0.75948
C -0.98636 -4.93766 0.31285
N -0.39793 -4.05864 1.12168
H 1.62751 -0.19561 5.19726
H 0.89456 -2.25293 6.40524
H -0.16655 -4.08846 5.11158
H 1.36750 -0.12029 2.71527
H -1.99396 -4.78099 3.97143
H -3.09698 -6.42996 2.47676
H -2.40119 -6.52379 0.07355
H -0.65967 -4.93988 -0.72042
C 5.48537 1.02437 1.03010
N 4.81101 -0.26687 1.11391
C 5.47931 -1.36018 1.58124
C 4.89623 -2.56433 1.75734
C 3.50991 -2.67200 1.41399
O 2.77450 -3.67956 1.54629
N 2.91060 -1.57697 0.89473
C 3.46691 -0.35334 0.73757
O 2.84442 0.61615 0.32071
H 6.40747 0.93200 0.45854
H 5.71211 1.40117 2.02771
H 4.81796 1.71840 0.53135
H 6.52402 -1.19891 1.81224
H 5.43063 -3.42272 2.13100
C -0.35554 0.98624 0.61346
C -1.43301 1.88623 0.02324
As -2.07720 3.29527 1.26300
C -0.43956 4.34982 1.45105
C 0.40618 4.59755 0.37318
C 1.51597 5.41310 0.53049
C 1.78700 5.99010 1.76424
C 0.95043 5.74533 2.84254
C -0.15828 4.92405 2.68551
C -2.92666 4.38454 -0.12505
C -2.79234 5.77052 -0.09830
C -3.33915 6.54922 -1.10639
C -4.04373 5.95410 -2.14285
C -4.21295 4.57763 -2.15802
C -3.66585 3.79839 -1.14932
P -0.32403 -0.63796 -0.26574
C -0.27132 -0.00541 -1.96491
C -1.36353 0.11119 -2.81892
C -1.24250 0.84024 -3.99198
C -0.04422 1.46424 -4.30921
C 1.04823 1.34443 -3.45982
C 0.94365 0.59855 -2.29718
C -1.96680 -1.35606 0.05368
C -2.60133 -1.16630 1.28085
C -3.77967 -1.83563 1.57070
C -4.33898 -2.70062 0.64013
C -3.70624 -2.90365 -0.57822
C -2.51893 -2.24926 -0.86473
H -0.52115 0.80241 1.67817
H 0.64036 1.42089 0.50978
H -2.32178 1.30527 -0.23321
H -1.08315 2.35615 -0.89501
H 0.19125 4.16829 -0.59939
H 2.16541 5.60372 -0.31457
H 2.65038 6.63172 1.88303
H 1.15768 6.19400 3.80536
H -0.81598 4.73315 3.52609
H -2.24534 6.24223 0.70942
H -3.21220 7.62386 -1.08314
H -4.46754 6.56238 -2.93097
H -4.77393 4.11018 -2.95735
H -3.82203 2.72562 -1.16688
H -2.31868 -0.32564 -2.55606
H -2.09218 0.93100 -4.65589
H 0.04196 2.04169 -5.22009
H 1.98315 1.83067 -3.70740
H 1.78409 0.51504 -1.61268
H -2.18386 -0.49347 2.01939
H -4.26341 -1.67806 2.52619
H -5.26718 -3.20980 0.86426
H -4.13713 -3.57889 -1.30652
H -2.01743 -2.43786 -1.80731
F 1.41338 -1.29431 -6.73192
C 1.49193 -1.84285 -5.52913
C 2.65755 -1.72610 -4.79087
F 3.69158 -1.05686 -5.29941
C 2.72677 -2.26360 -3.52217
F 3.84533 -2.10120 -2.82181
C 1.65284 -2.95156 -2.95864
S 1.80521 -3.77135 -1.42645
C 0.49784 -3.05819 -3.72950
F -0.57117 -3.69057 -3.23520
C 0.40068 -2.49992 -4.98857
F -0.73813 -2.58106 -5.67422
*
```

These are the Mulliken partial charges, in e, on atoms 1 to 4: Ir 3.74; C -1.20; C -0.71; C -0.91